No. 1
11
Properties=species:S:1:pos:R:3:lowdin_charge:R:1 method="wB97M-V/def2-TZVPD" fmax_ev_per_a=6.409 relative_energy_kj_mol=538.7 e_lumo_ev=0.63 orbital_gap_ev=8.77 total_energy_ev=-11720.374 e_homo_ha=-0.299
C -1.989 -0.045 0.139 -0.057
O -1.164 -1.085 -0.006 0.077
C 0.019 -0.686 -0.187 -0.407
N 1.212 -1.186 0.046 0.103
N 2.096 -0.135 0.030 -0.033
N 1.417 0.926 0.030 0.034
C 0.045 0.681 -0.065 -0.267
O -1.141 1.255 -0.099 0.049
H -2.607 -0.107 -0.755 0.145
H -2.419 0.051 1.220 0.178
H 1.939 1.764 0.309 0.176

=====

No. 2
11
Properties=species:S:1:pos:R:3:lowdin_charge:R:1 method="wB97M-V/def2-TZVPD" fmax_ev_per_a=5.027 relative_energy_kj_mol=416.4 e_lumo_ev=-0.36 orbital_gap_ev=9.13 total_energy_ev=-11721.641 e_homo_ha=-0.349
O 1.743 1.532 0.060 0.125
C 0.742 0.966 -0.067 -0.503
N -0.536 1.468 -0.122 0.155
C -1.546 0.596 -0.111 -0.084
C -1.343 -0.810 0.044 -0.093
N -0.103 -1.292 -0.020 0.108
N 0.821 -0.506 -0.058 -0.114
O 2.137 -1.060 -0.141 0.012
H -2.568 0.890 0.013 0.100
H -2.061 -1.594 0.156 0.092
H 2.714 -0.190 0.246 0.202

=====

No. 3
11
Properties=species:S:1:pos:R:3:lowdin_charge:R:1 method="wB97M-V/def2-TZVPD" fmax_ev_per_a=1.494 relative_energy_kj_mol=414.5 e_lumo_ev=0.50 orbital_gap_ev=9.64 total_energy_ev=-11721.661 e_homo_ha=-0.336
O 2.714 -0.572 -0.005 0.064
C 1.866 0.281 -0.024 -0.288
N 0.485 0.048 -0.031 -0.079
C -0.403 1.110 -0.008 -0.128
N -1.669 0.972 -0.017 0.097
O -2.190 -0.359 -0.007 -0.034
C -1.276 -1.343 -0.004 -0.177
N 0.004 -1.260 0.007 0.143
H 2.159 1.344 0.040 0.134
H 0.032 2.101 0.073 0.136
H -1.721 -2.322 -0.025 0.133